Record 1
The molecule C7H8NOP at a distorted geometry, computed with wB97M-V/def2-TZVPD.

XYZ file:
```
18
Properties=species:S:1:pos:R:3:forces:R:3
C 0.543565 -2.677592 -0.080640 0.4 1.5 0.9
C 1.370334 -1.867518 0.729157 -0.7 0.7 -1.4
C -0.533470 -2.119032 -0.717626 -0.7 1.0 -1.2
C 1.151711 -0.470686 0.813830 1.1 -1.7 -0.2
C -0.840268 -0.753367 -0.545369 -0.3 -0.3 -0.3
C 0.016819 0.050163 0.203051 -0.8 1.3 0.2
C 0.575241 2.447039 0.290090 0.3 1.1 -0.4
N -0.311447 1.455168 0.337419 -1.9 -0.6 0.2
O 0.262727 3.614814 0.443563 -0.2 0.6 0.5
P -2.121884 2.273003 0.389461 3.3 0.0 0.0
H 0.771736 -3.681312 -0.295103 0.4 -1.1 0.1
H 2.290649 -2.286240 1.080517 0.3 -0.1 0.4
H -1.014807 -2.676980 -1.544117 -0.1 0.3 0.9
H 2.007490 0.112809 1.194915 -1.1 0.0 0.2
H -1.715941 -0.265868 -1.045676 1.0 -0.8 0.4
H 1.596267 2.309965 -0.036694 0.6 -1.2 0.1
H -2.524465 1.441426 -0.601379 -0.8 -1.1 -0.8
H -1.524256 3.094209 -0.615399 -1.0 0.3 0.3
```
Forces are in eV/Å.

- Structure (SMILES): O=CN(P)c1ccccc1
- Multiplicity: 1
- Total energy: -20213.603 eV
- Max |F|: 3.3 eV Å⁻¹
- Lowest unoccupied orbital energy: 0.374 eV
- HOMO level: -0.32270 Eh

Record 2
The molecule C7H8O at a distorted geometry, computed with wB97M-V/def2-TZVPD.

XYZ file:
```
16
Properties=species:S:1:pos:R:3:forces:R:3
C 4.265368 -0.142752 -0.053882 1.4 3.5 0.1
C 2.741722 0.071606 -0.029060 -2.4 -1.7 2.2
C 1.501003 -0.026743 0.229388 6.5 0.8 -2.0
C 0.162765 -0.278986 -0.049725 -4.1 1.8 0.5
C -0.821071 0.751569 -0.021796 1.9 -3.2 -0.1
C -2.300226 0.677089 -0.087276 1.6 0.0 -1.2
C -2.780370 -0.425406 0.705200 0.2 0.1 -0.4
H 4.846027 0.787220 0.637277 -1.9 -2.5 -2.0
H 4.548844 0.169029 -1.186960 -0.1 -1.3 2.7
H 4.791096 -1.087478 0.407453 -1.7 1.5 -1.4
H -0.029186 -1.377908 -0.188269 -0.4 1.4 -0.1
H -0.591797 1.736162 0.238170 1.4 1.4 0.3
H -2.740410 1.737109 -0.204670 -0.1 -2.2 -0.2
H -3.792716 -0.343932 0.883670 -2.1 -0.2 1.0
H -2.150460 -0.826271 1.547158 -0.3 -0.3 -1.7
O -2.687068 -0.569024 -0.786366 0.3 1.0 2.3
```
Forces are in eV/Å.

- Structure (SMILES): CC#C/C=C/[C@@H]1CO1
- Multiplicity: 1
- Total energy: -9429.792 eV
- Max |F|: 6.8 eV Å⁻¹
- Lowest unoccupied orbital energy: 0.450 eV
- HOMO level: -0.30308 Eh